Run P
{"formula": "C4H13NS", "method": "ωB97M-V/def2-TZVPD", "elements": ["C", "S", "C", "H", "H", "H", "H", "H", "H", "C", "C", "N", "H", "H", "H", "H", "H", "H", "H"], "coordinates": [[2.30, -0.19, -0.86], [2.89, 0.70, 0.62], [4.03, -0.50, 1.43], [3.16, -0.72, -1.35], [1.85, 0.49, -1.56], [1.58, -0.94, -0.50], [4.97, 0.06, 1.85], [3.77, -1.09, 2.37], [4.33, -1.26, 0.61], [-3.94, 0.35, -0.89], [-2.91, 0.32, 0.29], [-1.50, 0.25, -0.19], [-3.62, -0.45, -1.56], [-4.96, 0.20, -0.46], [-4.05, 1.23, -1.43], [-2.93, 1.12, 1.01], [-3.02, -0.64, 0.77], [-1.17, 1.07, -0.71], [-0.78, 0.00, 0.56]], "nbo_charge": [-0.73, 0.16, -0.77, 0.21, 0.23, 0.22, 0.23, 0.22, 0.22, -0.62, -0.21, -0.88, 0.22, 0.21, 0.20, 0.17, 0.19, 0.36, 0.37], "homo_energy_ev": -8.5, "orbital_gap_ev": 9.494, "multiplicity": 1, "charge": 0, "smiles": "CCN.CSC"}



Run Q
{"formula": "C4H13NS", "method": "ωB97M-V/def2-TZVPD", "elements": ["C", "S", "C", "H", "H", "H", "H", "H", "H", "C", "C", "N", "H", "H", "H", "H", "H", "H", "H"], "coordinates": [[-2.19, -1.29, -1.32], [-2.27, 0.47, -0.81], [-2.86, 0.17, 0.86], [-2.23, -1.29, -2.40], [-1.23, -1.67, -0.99], [-2.95, -1.85, -0.80], [-2.90, 1.11, 1.40], [-2.18, -0.45, 1.45], [-3.88, -0.21, 0.82], [1.53, 0.99, 0.88], [2.21, 0.51, -0.35], [3.56, 0.03, -0.07], [1.48, 0.26, 1.69], [0.51, 1.25, 0.61], [1.95, 1.89, 1.34], [2.28, 1.35, -1.04], [1.58, -0.25, -0.82], [3.53, -0.82, 0.49], [4.07, -0.20, -0.91]], "nbo_charge": [-0.72, 0.17, -0.75, 0.23, 0.21, 0.22, 0.23, 0.21, 0.21, -0.62, -0.22, -0.84, 0.20, 0.21, 0.21, 0.19, 0.16, 0.35, 0.35], "homo_energy_ev": -8.6, "orbital_gap_ev": 9.505, "multiplicity": 1, "charge": 0, "smiles": "CCN.CSC"}



Run R
{"formula": "C4H13NS", "method": "ωB97M-V/def2-TZVPD", "elements": ["C", "S", "C", "H", "H", "H", "H", "H", "H", "C", "C", "N", "H", "H", "H", "H", "H", "H", "H"], "coordinates": [[0.20, -1.16, 0.20], [1.12, -2.73, 0.16], [1.72, -2.75, -1.57], [0.88, -0.35, 0.01], [-0.71, -1.12, -0.38], [-0.06, -1.12, 1.26], [2.76, -3.02, -1.58], [1.56, -1.76, -1.97], [1.14, -3.49, -2.11], [-0.77, 2.64, 1.40], [-1.91, 2.99, 0.46], [-1.42, 3.53, -0.81], [-0.11, 1.92, 0.92], [-1.11, 2.21, 2.33], [-0.18, 3.53, 1.60], [-2.56, 3.73, 0.95], [-2.52, 2.11, 0.28], [-0.42, 3.56, -0.89], [-1.80, 3.05, -1.62]], "nbo_charge": [-0.74, 0.16, -0.73, 0.21, 0.21, 0.23, 0.22, 0.22, 0.22, -0.62, -0.21, -0.85, 0.20, 0.21, 0.20, 0.17, 0.17, 0.36, 0.36], "homo_energy_ev": -8.5, "orbital_gap_ev": 9.426, "multiplicity": 1, "charge": 0, "smiles": "CCN.CSC"}



Run S
{"formula": "C4H13NS", "method": "ωB97M-V/def2-TZVPD", "elements": ["C", "S", "C", "H", "H", "H", "H", "H", "H", "C", "C", "N", "H", "H", "H", "H", "H", "H", "H"], "coordinates": [[1.86, 0.32, 2.12], [3.21, -0.10, 1.03], [2.60, -1.45, 0.06], [1.95, 1.32, 2.55], [1.90, -0.50, 2.85], [0.94, 0.38, 1.51], [3.18, -2.36, 0.21], [1.52, -1.58, 0.20], [2.66, -1.24, -1.03], [-1.71, 1.16, -1.72], [-2.36, -0.03, -1.04], [-2.15, 0.02, 0.45], [-2.46, 1.97, -1.66], [-0.74, 1.53, -1.38], [-1.60, 0.93, -2.80], [-3.43, -0.13, -1.22], [-1.95, -1.01, -1.35], [-2.25, 1.01, 0.65], [-1.17, -0.23, 0.57]], "nbo_charge": [-0.75, 0.19, -0.78, 0.24, 0.22, 0.21, 0.22, 0.22, 0.22, -0.64, -0.22, -0.81, 0.21, 0.21, 0.21, 0.19, 0.18, 0.34, 0.34], "homo_energy_ev": -8.4, "orbital_gap_ev": 9.244, "multiplicity": 1, "charge": 0, "smiles": "CCN.CSC"}



Quick ranking, most stable first: run Q, run R, run S, run P.



Run P
{"formula": "C4H13NS", "method": "ωB97M-V/def2-TZVPD", "elements": ["C", "S", "C", "H", "H", "H", "H", "H", "H", "C", "C", "N", "H", "H", "H", "H", "H", "H", "H"], "coordinates": [[-0.55, 2.38, 3.95], [-1.00, 3.00, 2.23], [-0.42, 1.39, 1.34], [-0.98, 1.47, 4.40], [0.59, 2.00, 3.91], [-0.86, 3.16, 4.66], [0.69, 1.09, 1.53], [-0.38, 1.71, 0.33], [-0.95, 0.43, 1.68], [-0.24, -0.66, -2.28], [0.23, -2.04, -2.77], [1.22, -2.62, -1.81], [-0.75, -0.63, -1.35], [-0.99, -0.28, -3.02], [0.71, -0.01, -2.34], [0.70, -2.21, -3.84], [-0.72, -2.65, -2.78], [2.05, -1.97, -1.80], [1.66, -3.57, -2.03]], "nbo_charge": [-0.75, 0.15, -0.72, 0.21, 0.22, 0.23, 0.21, 0.22, 0.23, -0.62, -0.22, -0.86, 0.22, 0.21, 0.20, 0.17, 0.18, 0.34, 0.37], "homo_energy_ev": -8.7, "orbital_gap_ev": 9.576, "multiplicity": 1, "charge": 0, "smiles": "CCN.CSC"}



Run Q
{"formula": "C4H13NS", "method": "ωB97M-V/def2-TZVPD", "elements": ["C", "N", "C", "H", "H", "H", "H", "H", "H", "H", "H", "C", "C", "S", "H", "H", "H", "H", "H"], "coordinates": [[-1.78, 0.36, -1.45], [-0.35, 0.19, -1.69], [0.29, 1.32, -2.36], [-2.17, -0.53, -0.97], [-1.92, 1.21, -0.77], [-2.33, 0.57, -2.37], [-0.20, -0.66, -2.23], [0.30, -0.05, -0.49], [-0.13, 1.48, -3.36], [1.35, 1.13, -2.44], [0.13, 2.22, -1.76], [-0.81, -0.22, 2.39], [0.37, -1.09, 2.01], [1.36, -0.42, 0.63], [-0.49, 0.80, 2.59], [-1.32, -0.61, 3.28], [-1.55, -0.18, 1.58], [0.05, -2.11, 1.78], [1.07, -1.15, 2.85]], "nbo_charge": [-0.42, -0.59, -0.42, 0.21, 0.21, 0.19, 0.38, 0.26, 0.19, 0.22, 0.21, -0.61, -0.50, -0.34, 0.21, 0.20, 0.19, 0.19, 0.21], "homo_energy_ev": -7.5, "orbital_gap_ev": 8.250, "multiplicity": 1, "charge": 0, "smiles": "CCS.CNC"}



Quick ranking, most stable first: run Q, run P.



Run P
{"formula": "C2H4N3P", "method": "ωB97M-V/def2-TZVPD", "elements": ["C", "C", "N", "N", "N", "P", "H", "H", "H", "H"], "coordinates": [[0.50, 0.26, 0.85], [-0.38, 0.04, -0.28], [1.70, 0.27, 0.33], [0.29, -0.07, -1.38], [1.61, 0.17, -1.02], [-2.17, -0.46, -0.21], [0.30, 0.06, 1.97], [2.46, -0.03, -1.54], [-2.40, 0.78, 0.23], [-1.91, -1.01, 1.05]], "nbo_charge": [-0.11, -0.15, -0.23, -0.24, -0.22, 0.35, 0.24, 0.42, -0.03, -0.03], "homo_energy_ev": -10.0, "orbital_gap_ev": 11.103, "multiplicity": 1, "charge": 0, "smiles": "Pc1cn[nH]n1"}



Run Q
{"formula": "C2H4N3P", "method": "ωB97M-V/def2-TZVPD", "elements": ["C", "C", "N", "N", "N", "P", "H", "H", "H", "H"], "coordinates": [[0.48, 0.97, -0.22], [-0.36, -0.26, -0.14], [1.71, 0.72, -0.14], [0.15, -1.37, -0.03], [2.17, -0.44, -0.14], [-2.18, 0.07, -0.32], [0.07, 1.95, -0.40], [2.88, -0.71, 0.51], [-2.36, 0.33, 1.05], [-2.56, -1.26, -0.16]], "nbo_charge": [-0.10, -0.16, -0.09, -0.24, -0.31, 0.31, 0.22, 0.38, 0.00, 0.00], "homo_energy_ev": [-8.9, -8.8], "orbital_gap_ev": [8.470, 8.408], "multiplicity": 1, "charge": 0}



Quick ranking, most stable first: run P, run Q.



Run P
{"formula": "C3H11O3S", "method": "ωB97M-V/def2-TZVPD", "elements": ["C", "O", "C", "C", "S", "H", "H", "H", "H", "H", "H", "H", "H", "H", "O", "H", "H", "O"], "coordinates": [[-0.44, -0.67, 0.58], [-0.45, 0.64, 0.98], [-0.14, -0.86, -0.88], [1.22, -0.24, -1.41], [2.28, -1.65, -2.01], [-1.40, -1.12, 0.85], [0.21, -1.40, 1.14], [-0.06, -1.94, -1.08], [-0.93, -0.47, -1.56], [1.83, 0.10, -0.58], [0.99, 0.46, -2.21], [1.77, -2.59, -1.17], [-1.74, 1.44, 0.36], [-3.10, 1.63, 0.89], [-2.68, 1.62, 0.02], [1.32, 2.07, 1.52], [0.22, 1.19, 2.13], [1.10, 1.80, 2.42]], "nbo_charge": [-0.04, -0.94, -0.41, -0.48, -0.13, 0.13, 0.11, 0.18, 0.20, 0.23, 0.22, 0.12, 0.51, 0.44, -1.02, 0.45, 0.51, -1.07], "homo_energy_ev": -4.2, "orbital_gap_ev": 7.311, "multiplicity": 1, "charge": -1}



Run Q
{"formula": "C3H11O3S", "method": "ωB97M-V/def2-TZVPD", "elements": ["C", "O", "C", "C", "S", "H", "H", "H", "H", "H", "H", "H", "H", "H", "O", "H", "H", "O"], "coordinates": [[-0.27, 1.21, -0.53], [0.12, 1.38, 0.83], [-0.94, -0.23, -0.79], [0.09, -1.39, -0.71], [-0.58, -3.21, -0.46], [0.55, 1.39, -1.20], [-1.07, 1.88, -0.83], [-1.68, -0.28, 0.11], [-1.41, -0.35, -1.75], [0.74, -1.28, 0.18], [0.76, -1.30, -1.60], [-2.39, -1.91, -0.01], [2.97, 1.78, -0.10], [1.49, 2.05, 0.52], [2.44, 2.50, 0.27], [-0.42, -1.50, 1.80], [-0.13, -0.02, 1.88], [-0.27, -0.72, 2.40]], "nbo_charge": [-0.05, -0.95, -0.44, -0.50, -0.15, 0.14, 0.13, 0.22, 0.19, 0.22, 0.21, 0.09, 0.44, 0.52, -1.05, 0.45, 0.49, -0.97], "homo_energy_ev": -4.3, "orbital_gap_ev": 5.544, "multiplicity": 1, "charge": -1}



Quick ranking, most stable first: run P, run Q.



Run P
{"formula": "C2H5N3O2S", "method": "ωB97M-V/def2-TZVPD", "elements": ["C", "C", "H", "H", "H", "H", "H", "N", "N", "N", "O", "O", "S"], "coordinates": [[1.34, 0.07, -0.14], [-1.34, -0.47, 0.01], [3.35, 0.17, -0.47], [2.70, -1.45, 0.14], [-2.93, -1.50, -1.02], [-2.53, 1.19, -0.20], [-0.17, 2.13, -0.17], [2.60, -0.45, -0.18], [-1.90, -1.53, -0.63], [-1.59, 0.80, -0.15], [1.23, 1.23, -0.61], [-0.90, 1.98, 0.54], [0.19, -0.97, 0.61]], "nbo_charge": [0.47, 0.23, 0.42, 0.41, 0.35, 0.40, 0.51, -0.82, -0.73, -0.34, -0.67, -0.57, 0.32], "homo_energy_ev": -9.3, "orbital_gap_ev": 9.859, "multiplicity": 1, "charge": 0, "smiles": "[H]/N=C(\\NO)SC(N)=O"}



Run Q
{"formula": "C2H5N3O2S", "method": "ωB97M-V/def2-TZVPD", "elements": ["C", "C", "N", "N", "N", "O", "O", "S", "H", "H", "H", "H", "H"], "coordinates": [[-1.89, -0.18, 0.35], [0.24, 0.15, -0.20], [-1.68, 1.11, -0.26], [-0.49, 1.25, -0.58], [-0.55, -0.70, 0.46], [2.51, 0.90, 0.76], [2.22, -1.44, 0.01], [2.03, -0.11, -0.49], [-2.39, -0.07, 1.32], [-2.53, -0.79, -0.31], [0.24, -0.32, -2.33], [2.56, 1.82, 0.49], [-0.27, -1.62, 0.78]], "nbo_charge": [-0.13, 0.08, -0.14, -0.20, -0.58, -0.90, -0.93, 1.57, 0.22, 0.21, -0.13, 0.49, 0.44], "homo_energy_ev": [-9.5, -7.8], "orbital_gap_ev": [8.877, 7.011], "multiplicity": 1, "charge": 0}



Quick ranking, most stable first: run P, run Q.